{"formula": "C12H22N2", "method": "ωB97M-V/def2-TZVPD", "symbols": ["C", "C", "C", "C", "C", "C", "C", "C", "C", "C", "C", "C", "N", "N", "H", "H", "H", "H", "H", "H", "H", "H", "H", "H", "H", "H", "H", "H", "H", "H", "H", "H", "H", "H", "H", "H"], "xyz": [[0.79839, 0.15176, -1.58520], [-0.18931, 0.41775, 0.61237], [2.03215, 0.89271, -1.36706], [-0.23170, -0.09622, -0.73932], [-0.52342, -0.05695, 1.82224], [-0.87344, -1.53166, 2.16878], [-0.64458, 0.72725, 3.10698], [-2.77559, -0.30804, -0.75250], [-1.32129, -2.26759, -1.38188], [-1.55371, -0.25233, -2.79943], [3.93221, 1.85326, 1.29273], [-1.46997, -0.74475, -1.34086], [2.28378, 1.43345, -0.24069], [3.40557, 2.15679, 0.00623], [0.74848, -0.20712, -2.57582], [-0.02441, 1.44897, 0.71420], [2.69312, 0.96895, -2.17604], [-1.89340, -1.53109, 2.08502], [-0.63625, -1.72688, 3.16148], [-0.37918, -2.14870, 1.38583], [-1.46822, 0.20797, 3.49527], [-0.53845, 1.81664, 2.94193], [0.20041, 0.34574, 3.68363], [-3.64506, -1.01562, -0.86841], [-2.59517, -0.18395, 0.36378], [-3.26095, 0.62218, -1.25242], [-0.48856, -2.59535, -1.97041], [-2.26623, -2.61698, -1.78809], [-1.14741, -2.70114, -0.39267], [-1.24996, 0.80425, -2.95551], [-2.58234, -0.56812, -3.13356], [-0.80302, -0.78804, -3.39282], [4.88105, 2.38635, 1.20473], [3.20707, 2.18305, 1.95910], [4.17738, 0.76113, 1.28696], [4.20201, 2.16235, -0.57856]], "forces_ev_per_angstrom": [[0.02, 0.16, 0.99], [-1.21, -0.28, 2.00], [-0.94, 0.01, 1.72], [1.04, 0.17, -0.62], [0.23, -1.58, -0.19], [2.55, 1.81, -3.31], [2.44, -0.02, -2.00], [-2.13, 0.93, 1.87], [-0.66, 0.19, 0.83], [-0.13, -1.01, -0.93], [1.73, -1.18, -1.76], [0.70, 0.40, -1.57], [0.25, -0.21, 0.02], [-1.26, 0.55, -0.22], [-0.17, -0.30, -0.88], [0.57, 1.54, -0.48], [1.12, 0.17, -1.33], [-2.84, -0.71, -0.34], [0.84, -0.75, 1.60], [-0.49, -0.11, 1.05], [-1.81, 0.76, 1.38], [-0.77, -0.59, 0.58], [0.13, 0.42, 0.41], [1.20, 0.06, 0.04], [-0.83, 0.29, -1.31], [1.42, -1.05, 1.16], [0.42, 0.02, -0.61], [0.06, -0.61, -0.09], [-0.39, 0.08, -0.06], [-1.02, -0.45, 0.37], [1.05, 0.78, -0.26], [-0.49, -0.17, -0.23], [0.04, 0.18, 1.36], [-0.63, 0.31, 2.03], [-0.32, 0.62, 0.87], [0.28, -0.43, -2.07]], "homo_ev": -7.57, "orbital_gap_ev": 8.41, "fmax_ev_per_a": 4.5, "smiles": "CN/N=C/C=C(\\C=C(C)C)C(C)(C)C", "total_energy_ha": -579.78507, "spin_multiplicity": 1}